# 1
Here is a structure of composition C13H20CuN4O2SSe2 from the OMol25 dataset. Energies are from ωB97M-V with the def2-TZVPD basis set.

Values from the calculation:
DFT total energy   -7718.38563 Eh
Molecular weight   517.86 g mol⁻¹
Expectation value of S²   0.759
LUMO energy (spin up / spin down)   -0.522 / -1.021 eV

Structure (ORCA input):
```
! wB97M-V def2-TZVPD RIJCOSX def2/J DEFGRID3
* xyz 0 2
Cu -0.52992 -0.25695 0.44504
C -1.75016 -4.50453 0.27207
C -1.35881 -3.07040 0.08797
N -0.97104 -2.28332 1.02020
N -0.89456 -2.76923 2.28569
C -0.51756 -1.96252 3.35039
N -0.46308 -2.68093 4.49954
S -0.16878 -0.36450 3.25509
C -1.39901 -2.47023 -1.28473
C -1.40163 -3.25132 -2.42620
C -1.40276 -2.61420 -3.66064
C -1.40563 -1.23376 -3.70678
C -1.39446 -0.52919 -2.51093
N -1.39571 -1.13561 -1.33109
H -2.23021 -4.69070 1.23276
H -0.88176 -5.16409 0.19050
H -2.46416 -4.80175 -0.49264
H -1.02816 -3.75536 2.42844
H -0.80518 -3.62199 4.57796
H -0.26927 -2.17018 5.34207
H -1.38190 -4.33034 -2.36506
H -1.39291 -3.19512 -4.57374
H -1.40659 -0.69955 -4.64678
H -1.37564 0.55465 -2.47677
O 2.58620 4.27482 1.68035
C 2.78298 3.36471 0.59575
C 1.45518 3.05561 -0.09510
C 1.03360 4.16535 -1.06233
O 0.96387 5.47584 -0.51436
C 0.40112 2.80910 0.99167
Se -1.25320 1.97531 0.35893
C 1.68561 1.82656 -1.00075
Se 1.78291 0.07782 -0.11481
H 3.44782 4.55959 1.99207
H 3.19058 2.42015 0.97005
H 3.48318 3.78070 -0.13780
H 0.07905 3.87963 -1.51612
H 1.77780 4.22964 -1.85976
H 0.37429 5.45895 0.24400
H 0.14250 3.74399 1.48722
H 0.81848 2.15425 1.75371
H 2.63332 1.96201 -1.52790
H 0.90363 1.78709 -1.75718
*
```

natural (NBO) atomic charge list, values in e, 6 entries: number 1, Cu, carries 0.893; number 2, C, carries -0.697; number 3, C, carries 0.242; number 4, N, carries -0.269; number 5, N, carries -0.449; number 6, C, carries 0.241

***

# 2
Here is a structure of composition C11H22N4S3Se4Zn at a distorted geometry from the OMol25 dataset. Energies are from ωB97M-V with the def2-TZVPD basis set.

Values from the calculation:
DFT total energy   -13231.02746 Eh
Molecular weight   687.76 g mol⁻¹
LUMO energy   0.193 eV

Structure (ORCA input):
```
! wB97M-V def2-TZVPD RIJCOSX def2/J DEFGRID3
* xyz 0 1
Zn 0.21448 -0.65712 0.85610
C -1.15972 1.29864 4.24920
C -1.08566 2.20170 3.03365
S -1.58448 1.46954 1.43668
C -3.31738 0.91886 1.69563
C -3.53978 -0.42903 2.37104
S -2.36343 -1.70711 1.78796
C -1.72389 -2.47024 3.32129
C -1.35179 -1.55310 4.47139
S -0.16084 -0.22908 4.04356
H -2.18635 1.01640 4.47555
H -0.75252 1.82583 5.11435
H -0.05579 2.51036 2.85046
H -1.70481 3.08562 3.19288
H -3.70338 0.89138 0.67665
H -3.83034 1.70497 2.24920
H -4.53907 -0.79058 2.12586
H -3.44753 -0.36631 3.44928
H -0.84027 -3.00686 2.96934
H -2.46444 -3.19849 3.65663
H -0.87109 -2.16225 5.23684
H -2.21835 -1.07341 4.92302
Se -0.30307 -2.67131 -0.71797
Se 1.87187 -3.49650 -0.69465
Se 2.54718 -3.18367 1.51450
Se 2.58962 -0.86440 1.69569
C 2.80042 -0.89406 -4.46491
C 2.39090 0.54618 -4.77015
C 0.95884 0.64041 -5.29478
C 2.65680 1.50565 -3.60230
N 1.87309 1.32789 -2.40399
C 1.00368 0.40039 -1.98606
N 0.61921 0.72814 -0.77018
N 1.25424 1.85254 -0.46026
N 1.99714 2.21485 -1.41105
H 2.74734 -1.48996 -5.37302
H 2.16177 -1.36424 -3.72282
H 3.82447 -0.92619 -4.10047
H 3.05242 0.90429 -5.56907
H 0.23836 0.23235 -4.59185
H 0.87312 0.08071 -6.22328
H 0.69412 1.67595 -5.50031
H 2.47509 2.53501 -3.92865
H 3.70806 1.43058 -3.30256
H 0.65183 -0.46435 -2.50842
*
```

natural (NBO) atomic charge list, values in e, 6 entries: number 1, Zn, carries 1.329; number 2, C, carries -0.535; number 3, C, carries -0.537; number 4, S, carries 0.198; number 5, C, carries -0.540; number 6, C, carries -0.553

***

# 3
Here is an isolated molecule of C4H3ClN2 at a distorted geometry from the OMol25 dataset. Energies are from ωB97M-V with the def2-TZVPD basis set.

Values from the calculation:
DFT total energy   -723.64668 Eh
Molecular weight   114.53 g mol⁻¹
Energy above the lowest of the compared OMol25 structures with the same formula, charge and spin   7.565 eV
LUMO energy (spin up / spin down)   -1.186 / -1.190 eV

Structure (ORCA input):
```
! wB97M-V def2-TZVPD RIJCOSX def2/J DEFGRID3
* xyz 0 1
C -0.98976 0.73359 0.98555
C -1.59695 0.55222 -0.22002
C 0.61274 0.06965 -1.19156
C 1.50756 -1.01833 -0.59411
N 0.22764 0.23270 1.22700
N 0.84230 0.01628 0.10050
Cl -2.78286 1.36618 -1.00008
H -1.54279 1.00557 1.87636
H 1.14845 -2.02767 -0.42658
H 2.57367 -0.93019 -0.75706
*
```

natural (NBO) atomic charge list, values in e, 6 entries: number 1, C, carries -0.158; number 2, C, carries -0.066; number 3, C, carries 0.135; number 4, C, carries -0.273; number 5, N, carries -0.228; number 6, N, carries -0.199

***

# 4
Here is a cluster of 2 separate species, C2H8NO in total at a distorted geometry from the OMol25 dataset. Energies are from ωB97M-V with the def2-TZVPD basis set.

Values from the calculation:
DFT total energy   -210.72837 Eh
Molecular weight   62.09 g mol⁻¹
Energy above the lowest of the compared OMol25 structures with the same formula, charge and spin   0.673 eV
LUMO energy   -4.815 eV

Structure (ORCA input):
```
! wB97M-V def2-TZVPD RIJCOSX def2/J DEFGRID3
* xyz 1 1
C 0.25130 1.22916 1.00123
C -0.55644 0.79845 -1.21967
N -0.07837 0.36920 -0.14153
H 0.40088 0.60530 1.86439
H -0.51777 1.96551 1.16346
H 1.15357 1.81740 0.83978
H -0.69122 1.83878 -1.45820
H -0.84570 0.10942 -2.00275
H 0.05166 -0.65568 0.02397
H 0.18291 -2.93682 0.73142
H 0.24145 -2.80691 -0.81430
O 0.40773 -2.33381 0.01221
*
```

natural (NBO) atomic charge list, values in e, 6 entries: number 1, C, carries -0.448; number 2, C, carries 0.125; number 3, N, carries -0.386; number 4, H, carries 0.243; number 5, H, carries 0.241; number 6, H, carries 0.251

***

# 5
Here is an isolated molecule of C2H2N6 at a distorted geometry from the OMol25 dataset. Energies are from ωB97M-V with the def2-TZVPD basis set.

Values from the calculation:
SMILES string   c1nnc2[nH]nnn12
DFT total energy   -405.81085 Eh
Molecular weight   110.08 g mol⁻¹
Energy above the lowest of the compared OMol25 structures with the same formula, charge and spin   1.230 eV
LUMO energy   0.416 eV

Structure (ORCA input):
```
! wB97M-V def2-TZVPD RIJCOSX def2/J DEFGRID3
* xyz 0 1
C 0.56047 0.18761 1.63160
C 0.36736 -0.23364 -0.52805
H 0.27105 -0.00564 2.74978
H -0.13078 -0.00537 -2.58466
N 1.69220 -0.00500 1.00724
N 1.68646 -0.08954 -0.30622
N -0.48785 -0.27962 -1.52119
N -1.67767 0.24796 -1.03439
N -1.63148 0.22289 0.23152
N -0.39697 -0.05567 0.65354
*
```

natural (NBO) atomic charge list, values in e, 6 entries: number 1, C, carries 0.084; number 2, C, carries 0.422; number 3, H, carries 0.238; number 4, H, carries 0.451; number 5, N, carries -0.236; number 6, N, carries -0.294

***

# 6
Here is an isolated molecule of C4H12N2O at a distorted geometry from the OMol25 dataset. Energies are from ωB97M-V with the def2-TZVPD basis set.

Values from the calculation:
SMILES string   NCCNCCO
DFT total energy   -344.29793 Eh
Molecular weight   104.15 g mol⁻¹
Energy above the lowest of the compared OMol25 structures with the same formula, charge and spin   2.370 eV
LUMO energy   1.000 eV

Structure (ORCA input):
```
! wB97M-V def2-TZVPD RIJCOSX def2/J DEFGRID3
* xyz 0 1
N 0.60755 -0.05307 -3.23153
C 1.15678 -0.04421 -1.80639
C 0.05191 -0.73427 -0.92750
N 0.05304 -0.46141 0.49557
C -0.46370 0.71385 1.13131
C -0.64479 0.33891 2.58659
O -1.80043 -0.56151 2.73458
H -1.34104 -1.39770 2.84137
H -0.39577 -0.04682 -3.11852
H 0.91097 0.76622 -3.73929
H 1.27437 1.02660 -1.61219
H 2.17073 -0.42381 -1.81203
H -0.87811 -0.35668 -1.37660
H 0.17980 -1.78996 -1.11880
H 1.00414 -0.64151 0.79128
H 0.17606 1.66757 1.14476
H -1.39649 1.10368 0.72840
H -0.87938 1.11822 3.30037
H 0.21437 -0.22411 2.98864
*
```

natural (NBO) atomic charge list, values in e, 6 entries: number 1, N, carries -0.843; number 2, C, carries -0.242; number 3, C, carries -0.208; number 4, N, carries -0.631; number 5, C, carries -0.246; number 6, C, carries -0.071